Formula: C41H37N5O8PdS2
Source: the OMol25 dataset
Level of theory: ωB97M-V/def2-TZVPD

Each line ends with the Mulliken charge.
Atoms and positions in Å:
Pd -0.15383 -0.84878 1.02698  0.363
O -1.55770 -2.20999 4.18152  -0.650
S -0.48130 -1.43604 4.75782  1.037
O -0.00562 -1.89273 6.05772  -0.798
N 0.62132 -1.22025 3.65658  -0.156
C 1.83569 -0.66453 3.90397  -0.422
C 2.45517 -0.51694 5.14740  -0.440
C 3.74812 0.00266 5.28091  -0.808
C 4.48520 0.40004 4.20003  -0.855
C 3.89874 0.32181 2.91700  1.735
C 4.59675 0.74839 1.76421  -0.989
C 3.98471 0.71549 0.54895  -1.079
C 2.64942 0.27477 0.48040  -0.602
N 1.97537 -0.15373 1.52596  0.646
C 2.57728 -0.16936 2.75185  -0.234
C -1.12882 0.20589 5.02169  0.012
C -1.00465 0.82449 6.25533  -0.343
C -1.48644 2.11820 6.42162  -0.436
C -2.08506 2.77916 5.35817  -0.679
C -2.20452 2.15404 4.12087  -0.746
C -1.72167 0.86585 3.95056  0.156
H 1.92852 -0.86367 6.02276  0.566
H 4.17299 0.07554 6.27695  0.345
H 5.49155 0.78966 4.30177  0.337
H 5.61339 1.11187 1.87495  0.327
H 4.48175 1.04723 -0.35338  0.463
H 2.10558 0.29945 -0.45780  0.535
H -0.53582 0.28468 7.06715  0.438
H -1.38837 2.61016 7.38272  0.358
H -2.45452 3.79003 5.48677  0.384
H -2.66331 2.66527 3.28312  0.527
H -1.78908 0.38913 2.97906  0.240
C 0.01364 -4.24786 -4.01825  -0.957
N 1.05265 -3.35613 -3.49639  -0.330
N 0.67216 -2.00223 -3.53664  0.964
C 0.95698 -1.37408 -2.31071  0.544
O 0.83494 -0.18629 -2.09804  -0.732
C 1.43729 -2.44508 -1.45396  -0.234
C 1.42248 -3.58119 -2.16055  -0.019
C 1.67069 -4.96751 -1.68396  -1.777
C 0.55257 -1.34697 -4.76662  0.099
C 1.10082 -1.89049 -5.92676  -0.186
C 0.94763 -1.23237 -7.13902  -0.647
C 0.26503 -0.02808 -7.20519  -0.472
C -0.27156 0.51207 -6.04162  -0.803
C -0.14513 -0.13874 -4.82668  -0.343
H -0.30131 -3.88872 -4.99563  0.461
H -0.85313 -4.29382 -3.35569  0.042
H 0.44416 -5.24092 -4.13785  0.392
H 1.66717 -2.31380 -0.40880  0.505
H 2.02169 -4.92986 -0.65569  0.442
H 2.40637 -5.48253 -2.30533  0.397
H 0.74143 -5.54093 -1.68601  0.307
H 1.65787 -2.81601 -5.86668  0.461
H 1.37744 -1.66445 -8.03500  0.374
H 0.15134 0.48615 -8.15125  0.385
H -0.80775 1.45274 -6.07744  0.395
H -0.57128 0.26961 -3.92238  0.633
C -3.99294 -0.14372 -4.84130  -1.467
C -3.45602 -0.69416 -3.54681  1.178
C -3.24131 0.13910 -2.44779  -0.975
C -2.68369 -0.34040 -1.27090  -0.420
C -2.34585 -1.68494 -1.18404  0.227
C -2.57157 -2.53284 -2.25324  -0.977
C -3.11921 -2.03898 -3.43093  -0.560
S -1.52341 -2.34671 0.29788  1.604
C -3.02427 -2.46299 1.29181  -1.089
O -1.23574 -3.76837 -0.10107  -0.913
H -4.60689 0.74150 -4.66771  0.379
H -4.59993 -0.88451 -5.36593  0.369
H -3.17731 0.14364 -5.50927  0.174
H -3.48623 1.19408 -2.51556  0.446
H -2.46533 0.34471 -0.45269  0.090
H -2.30307 -3.57437 -2.13033  0.698
H -3.28148 -2.70572 -4.27452  0.306
H -3.79178 -2.97323 0.70913  0.392
H -3.32306 -1.45065 1.56560  0.283
H -2.75918 -3.00991 2.19535  0.336
O -2.72823 3.64715 0.77672  -0.836
C -1.70344 2.94860 0.90095  -0.313
O -1.59176 1.70016 0.88168  -0.572
C -0.39955 3.71372 1.16031  0.168
C 0.73239 3.02942 1.57286  0.212
C 1.91490 3.70327 1.86270  -0.321
C 1.98242 5.07728 1.71868  -0.544
C 0.84251 5.74714 1.29360  -0.037
C -0.34849 5.09566 1.02405  -0.402
N 0.91130 7.20553 1.13566  1.025
O 1.96781 7.76628 1.38872  -0.667
O -0.08504 7.79857 0.76571  -0.638
H 0.65818 1.95460 1.66851  0.258
H 2.78271 3.15090 2.20162  0.410
H 2.88463 5.63155 1.92917  0.478
H -1.23717 5.62836 0.71993  0.563

The calculation puts the energy relative to the best compared isomer or geometry (same formula, charge and spin) at 24.4 kcal per mole. The LUMO energy is 3.83 eV. Its total energy is -3384.5307 a.u. The charge is -2. For the HOMO energy, the calculation gives -1.471 eV. As for the HOMO-LUMO gap: 5.30 eV.

Formula: C41H38BCdCl2N5O8S3
Source: the OMol25 dataset
Level of theory: ωB97M-V/def2-TZVPD

Each line ends with the Mulliken charge.
Atoms and positions in Å:
Cd -1.40970 -1.57265 1.03610  -0.254
Cl -0.75574 0.19830 3.75280  -0.150
C -2.25121 1.05272 3.94181  0.639
C -2.22040 2.21971 4.68459  -0.674
C -3.38304 2.94119 4.90356  -0.351
C -4.56752 2.48047 4.35299  -0.779
C -4.56989 1.32653 3.58876  0.328
Cl -6.10647 0.86050 2.89988  -0.237
C -3.42310 0.53973 3.34164  -0.440
S -3.52462 -0.92868 2.42143  -0.407
H -1.27279 2.55294 5.08545  0.352
H -3.36431 3.85346 5.48568  0.322
H -5.49582 3.01850 4.49243  0.363
C 3.36046 4.73259 0.49085  -1.482
C 3.78714 3.84616 1.66842  2.163
C 2.94857 4.23262 2.88677  -1.950
C 5.26170 4.11763 2.00055  -1.896
C 3.61684 2.37176 1.29675  0.649
C 4.37807 1.84398 0.23552  -0.271
C 4.31327 0.51465 -0.12909  -1.495
C 3.45838 -0.32771 0.57745  1.173
S 3.16365 -2.02200 0.41260  -0.206
C 1.99207 -1.91735 1.72170  -0.075
N 1.83866 -0.74245 2.22831  -0.402
C 2.65991 0.18166 1.60745  -2.089
C 2.74738 1.53011 1.96687  0.781
C 1.25206 -3.12591 2.14284  1.964
C 1.98986 -4.23451 2.56293  -0.222
C 1.33407 -5.38028 2.97653  -0.579
C -0.05621 -5.40624 2.95209  -0.723
C -0.77049 -4.29906 2.51172  -0.281
C -0.14975 -3.11260 2.09012  -1.539
H 3.52599 5.78629 0.73537  0.503
H 2.29973 4.59099 0.27811  0.107
H 3.93285 4.49949 -0.40964  0.304
H 3.12181 5.28492 3.12685  0.451
H 3.21811 3.63654 3.76132  0.376
H 1.88376 4.10161 2.69447  0.173
H 5.39472 5.16695 2.27910  0.470
H 5.91405 3.91044 1.15072  0.312
H 5.58961 3.49505 2.83595  0.407
H 5.04293 2.49654 -0.31857  0.324
H 4.91534 0.13874 -0.94717  0.414
H 2.10299 1.87730 2.76173  0.607
H 3.07482 -4.19587 2.56353  0.395
H 1.89914 -6.24520 3.30510  0.346
H -0.58484 -6.30154 3.26453  0.368
H -1.85319 -4.36277 2.46626  0.391
C -3.48180 3.70527 1.11672  -1.224
N -2.77884 2.99043 0.06698  0.246
C -3.47975 1.77207 -0.35846  -0.068
C -1.41427 3.04439 0.04596  0.253
S -0.52187 3.75403 1.27913  -0.347
N -0.81946 2.52772 -1.05958  0.573
C 0.61555 2.30712 -1.08453  -1.455
C -1.44875 2.59594 -2.36872  -1.265
H -4.54239 3.71491 0.85902  0.311
H -3.11013 4.72535 1.18791  0.414
H -3.35853 3.22666 2.09158  0.491
H -3.80486 1.20313 0.51645  -0.060
H -2.83172 1.12304 -0.93715  -0.087
H -4.35539 2.03690 -0.95657  0.247
H 0.94641 1.84542 -0.15640  0.399
H 1.16072 3.24816 -1.21815  0.413
H 0.84343 1.63494 -1.91129  0.316
H -2.39285 3.12972 -2.30032  0.369
H -1.63243 1.60473 -2.78528  0.289
H -0.78530 3.13912 -3.04931  0.438
O 0.53858 -1.04753 -1.55298  -0.025
B -0.78152 -0.94894 -1.03374  1.064
O -1.64634 -0.78147 -2.15604  0.001
C -0.87857 -0.85621 -3.27790  0.913
C -1.26937 -0.83209 -4.59878  -0.846
C -0.26394 -0.97868 -5.55654  -0.733
C 1.06837 -1.13185 -5.18768  -0.619
C 1.45337 -1.14690 -3.84583  -1.072
C 0.45132 -1.01052 -2.91094  0.445
H -2.31234 -0.74135 -4.87263  0.550
H -0.53129 -0.99524 -6.60568  0.397
H 1.82010 -1.26116 -5.95619  0.378
H 2.48079 -1.29779 -3.54252  0.470
O -4.22357 -4.42981 -1.21749  -0.790
C -3.15396 -3.94685 -0.82696  -0.469
O -2.89010 -3.35305 0.24676  -0.542
C -1.98315 -4.08513 -1.82177  0.418
C -0.66525 -4.19114 -1.39157  -0.260
C 0.34157 -4.30986 -2.33765  -0.173
C 0.10808 -4.30393 -3.69793  -0.220
C -1.21296 -4.20327 -4.08915  -0.413
C -2.25628 -4.10870 -3.18354  -0.502
N -1.50480 -4.18875 -5.52993  1.232
O -2.63652 -3.91710 -5.88203  -0.662
O -0.60373 -4.47336 -6.29974  -0.677
N 1.73685 -4.43473 -1.88611  1.187
O 1.93042 -4.77530 -0.73975  -0.582
O 2.61998 -4.21936 -2.70161  -0.683
H -0.43143 -4.16932 -0.33348  0.707
H 0.91284 -4.36092 -4.41182  0.511
H -3.28384 -4.05394 -3.51194  0.565

The calculation puts the energy relative to the best compared isomer or geometry (same formula, charge and spin) at 4.1 kcal per mole. The LUMO energy is 3.60 eV. Its total energy is -4768.4943 a.u. The charge is -2. For the HOMO energy, the calculation gives -2.414 eV. As for the HOMO-LUMO gap: 6.02 eV.

Formula: C41H38N4O2P3Se3V
Source: the OMol25 dataset
Level of theory: ωB97M-V/def2-TZVPD

Each line ends with the Mulliken charge.
Atoms and positions in Å:
V 1.06163 1.01628 0.79870  -0.384
C 2.18741 -1.38498 4.26421  -1.845
C 1.77878 -0.78647 2.95764  0.303
N 1.51361 0.46611 2.80454  1.374
O 1.63375 1.19727 3.98591  -0.682
C 1.65078 -1.65565 1.77793  0.403
C 2.05623 -3.09111 1.78653  -2.175
N 1.27190 -1.03447 0.68708  0.831
O 1.05325 -1.68538 -0.39303  -0.467
H 1.96448 -0.72657 5.09573  0.474
H 3.26196 -1.58626 4.25876  0.296
H 1.67986 -2.33990 4.40643  0.354
H 1.60523 2.13099 3.71523  0.126
H 1.46472 -3.70035 2.47472  0.343
H 3.10853 -3.20149 2.06748  0.442
H 1.90870 -3.47711 0.78043  0.421
N -2.03403 -1.04144 0.77007  0.060
P -1.48785 -2.57213 0.14707  0.188
C -3.15068 -3.35821 0.33410  -0.006
C -3.43772 -3.97363 1.55384  -0.044
C -4.65713 -4.59757 1.77565  -0.615
C -5.60761 -4.64084 0.76551  -0.423
C -5.33490 -4.04797 -0.45837  -0.731
C -4.11922 -3.40927 -0.66949  -0.468
C -1.46996 -2.29543 -1.65725  0.384
C -1.87893 -1.11058 -2.25568  -0.059
C -1.78514 -0.94406 -3.63112  -0.629
C -1.28235 -1.96527 -4.42364  -0.550
C -0.86799 -3.15325 -3.83079  -0.684
C -0.95362 -3.31051 -2.45618  -0.430
P -1.34223 0.46409 1.15653  0.949
C -2.68737 1.55568 0.54278  0.768
C -2.45592 2.40220 -0.53442  0.165
C -3.47961 3.19011 -1.04837  -0.847
C -4.74446 3.14276 -0.48620  -0.525
C -4.98751 2.29982 0.59432  -0.730
C -3.96472 1.51729 1.10174  -0.731
C -1.65550 0.54784 2.96249  0.476
C -1.69581 -0.61527 3.72275  -0.655
C -1.80761 -0.55165 5.10742  -0.615
C -1.86817 0.67908 5.74150  -0.519
C -1.81229 1.84629 4.98814  -0.641
C -1.70333 1.78226 3.60949  -0.607
H -2.93521 -1.15644 1.21660  0.426
H -2.69055 -3.97017 2.34143  0.336
H -4.85874 -5.06375 2.73235  0.384
H -6.55608 -5.13714 0.93060  0.363
H -6.07060 -4.07831 -1.25286  0.397
H -3.92657 -2.93939 -1.62489  0.344
H -2.26938 -0.30958 -1.63820  0.400
H -2.09393 -0.00763 -4.07943  0.417
H -1.19889 -1.83522 -5.49546  0.358
H -0.46059 -3.95098 -4.43998  0.402
H -0.59732 -4.23067 -2.00487  0.371
H -1.46657 2.45617 -0.97500  0.057
H -3.27898 3.84862 -1.88406  0.449
H -5.53914 3.76448 -0.87930  0.371
H -5.97224 2.25939 1.04273  0.410
H -4.16775 0.87393 1.95177  0.330
H -1.61909 -1.57928 3.23263  0.341
H -1.83997 -1.46735 5.68507  0.423
H -1.94420 0.73056 6.82043  0.356
H -1.83378 2.81187 5.47666  0.419
H -1.63684 2.69794 3.03154  0.422
Se 0.87295 1.35876 -1.91260  -0.327
P 3.00852 1.50134 -1.56706  0.947
Se 3.71824 1.21238 0.45649  -0.503
C 3.55975 3.13126 -2.18033  0.337
C 3.55750 3.37158 -3.55434  -0.321
C 3.89455 4.61805 -4.05068  -0.699
C 4.22415 5.64720 -3.17299  -0.401
C 4.21707 5.41473 -1.80758  -0.662
C 3.88877 4.15903 -1.30955  -0.456
C 3.89809 0.32980 -2.64416  0.284
C 3.20416 -0.68311 -3.29291  -0.095
C 3.88940 -1.60016 -4.08320  -0.699
C 5.26277 -1.50236 -4.22876  -0.433
C 5.96092 -0.49186 -3.57280  -0.652
C 5.28256 0.41423 -2.77802  -0.377
H 3.28649 2.57763 -4.24179  0.380
H 3.89427 4.79245 -5.11928  0.380
H 4.47987 6.62724 -3.55622  0.366
H 4.46154 6.21194 -1.11704  0.391
H 3.87578 3.97102 -0.24265  0.288
H 2.13214 -0.75884 -3.15293  0.059
H 3.34021 -2.39203 -4.57688  0.436
H 5.79652 -2.21639 -4.84416  0.361
H 7.03576 -0.41525 -3.67886  0.386
H 5.82946 1.18956 -2.25295  0.343
Se 0.52958 3.62817 0.99778  0.004
C 1.25423 3.99704 2.67254  0.343
N 1.67203 4.20830 3.73298  -0.750

The calculation puts the energy relative to the best compared isomer or geometry (same formula, charge and spin) at 0.0 kcal per mole. The LUMO energy (alpha / beta) is 2.42 / 2.42 eV. Its total energy is -11127.2015 a.u. The expectation value of S² is 3.7655. The spin multiplicity is 4. The charge is -1. For the HOMO energy (alpha / beta), the calculation gives -4.372 / -4.770 eV. As for the HOMO-LUMO gap (alpha / beta): 6.79 / 7.19 eV.